C10H27FNO10P2S | the ωB97M-V functional and the def2-TZVPD basis

ORCA input file:
```
! wB97M-V def2-TZVPD RIJCOSX def2/J DEFGRID3
* xyz 1 1
O 0.75 0.11 8.75
S -0.15 -0.24 7.72
O -1.37 0.47 7.64
F -0.47 -1.78 7.80
C 0.70 -0.11 6.14
C 1.72 -1.30 6.04
C 1.33 -1.90 4.70
N -0.14 -1.84 4.68
C -0.37 -0.37 5.05
H 1.25 0.81 5.97
H 2.76 -1.01 5.94
H 1.62 -1.98 6.89
H 1.61 -1.11 3.99
H 1.83 -2.79 4.33
H -0.54 -2.40 5.44
H -0.60 -1.96 3.78
H -0.17 0.17 4.13
H -1.41 -0.25 5.34
C 3.21 2.09 -0.72
O 3.31 0.68 -1.03
P 1.99 -0.23 -0.81
O 1.77 -0.25 0.66
O 2.71 -1.57 -1.35
C 4.11 -1.75 -1.56
O 0.61 -0.65 -1.50
C -0.19 -1.64 -0.85
H 4.14 2.55 -1.04
H 2.38 2.55 -1.24
H 3.10 2.22 0.36
H 4.64 -1.70 -0.61
H 4.50 -1.01 -2.25
H 4.25 -2.73 -1.99
H -0.73 -1.19 -0.01
H 0.42 -2.47 -0.51
H -0.91 -1.99 -1.58
C -3.49 1.41 -7.75
O -3.68 1.73 -6.35
P -2.53 1.26 -5.32
O -2.57 -0.21 -5.33
O -3.23 1.93 -4.03
C -4.59 2.38 -3.98
O -1.06 1.70 -4.84
C -0.46 0.86 -3.85
H -4.28 1.90 -8.30
H -2.53 1.76 -8.11
H -3.57 0.33 -7.89
H -5.28 1.54 -4.07
H -4.78 3.13 -4.74
H -4.73 2.84 -3.00
H -0.07 -0.05 -4.29
H -1.17 0.62 -3.06
H 0.37 1.43 -3.43
*
```

Results
HOMO level ... -11.6 eV
Molar mass ... 434.34 g/mol
E_tot ... -2384.939556 hartree
Orbital gap ... 8.22 eV

Results of the Löwdin charge analysis, in e, for atoms 1 through 5: -0.2005 0.6454 -0.2202 -0.1289 -0.2576

---

C10H27NO4S4 | the ωB97M-V functional and the def2-TZVPD basis

ORCA input file:
```
! wB97M-V def2-TZVPD RIJCOSX def2/J DEFGRID3
* xyz 0 1
C -0.02 0.29 1.21
C -1.31 -0.35 0.89
N -2.31 -0.89 0.70
H 0.37 -0.31 2.03
H -0.24 1.32 1.46
H 0.66 0.26 0.36
C -0.60 -2.63 -2.58
S -0.95 -1.00 -3.28
O 0.18 -0.11 -3.03
C -0.85 -1.62 -4.95
H -0.21 -2.58 -1.57
H 0.11 -3.19 -3.20
H -1.54 -3.17 -2.54
H -1.05 -0.83 -5.68
H -1.60 -2.39 -5.16
H 0.15 -2.00 -5.15
C -1.03 -4.95 1.99
S -0.12 -4.35 0.57
O 0.84 -3.38 1.12
C 0.80 -5.88 0.34
H -0.41 -4.84 2.88
H -1.37 -5.98 1.94
H -1.85 -4.25 2.18
H 1.22 -6.19 1.30
H 1.68 -5.64 -0.26
H 0.20 -6.66 -0.12
C 2.54 2.54 1.73
S 2.46 2.78 3.49
O 3.80 2.55 4.04
C 2.22 4.56 3.40
H 3.40 3.07 1.32
H 1.67 2.82 1.13
H 2.65 1.47 1.55
H 3.06 5.00 2.86
H 2.19 4.95 4.41
H 1.30 4.75 2.85
C -2.66 2.83 -0.67
S -0.88 2.98 -0.70
O -0.36 2.34 -1.90
C -0.78 4.79 -0.79
H -2.99 3.45 0.17
H -2.94 1.80 -0.46
H -3.10 3.24 -1.58
H -1.71 5.23 -1.18
H 0.09 5.05 -1.37
H -0.72 5.13 0.24
*
```

Results
HOMO level ... -8.5 eV
Molar mass ... 353.60 g/mol
E_tot ... -2345.511001 hartree
Energy relative to the best compared isomer or geometry (same formula, charge and spin) ... 0.0 kJ/mol
Orbital gap ... 8.86 eV

Results of the Löwdin charge analysis, in e, for atoms 1 through 5: -0.0846 -0.2804 0.1366 0.0882 0.0378

---

C10H28Br2N10O7 | the ωB97M-V functional and the def2-TZVPD basis

ORCA input file:
```
! wB97M-V def2-TZVPD RIJCOSX def2/J DEFGRID3
* xyz 0 1
C -0.65 -2.69 -1.83
C -1.44 -2.27 -3.06
C -1.45 -0.78 -3.36
Br -2.57 0.21 -2.11
C -0.11 -0.12 -3.53
O 0.58 0.04 -2.29
C 1.85 -0.17 -2.32
O 2.57 -0.13 -3.20
Br 2.52 -0.59 -0.55
H -0.96 -2.15 -0.96
H -0.72 -3.76 -1.69
H 0.40 -2.47 -2.00
H -0.98 -2.74 -3.93
H -2.46 -2.60 -2.94
H -1.92 -0.66 -4.32
H 0.44 -0.68 -4.27
H -0.28 0.86 -3.94
C -0.40 3.90 -1.48
O -1.20 3.97 -2.39
N -0.23 2.79 -0.71
N 0.42 4.95 -1.15
H 0.43 2.72 0.04
H -0.81 1.99 -0.92
H 0.33 5.79 -1.69
H 1.09 4.92 -0.40
C -6.01 0.81 0.93
O -6.87 0.98 1.78
N -6.14 -0.09 -0.09
N -4.83 1.50 0.93
H -5.44 -0.25 -0.78
H -7.00 -0.62 -0.12
H -4.68 2.17 1.66
H -4.12 1.36 0.24
C 6.09 -1.60 0.94
O 5.02 -1.70 1.52
N 7.29 -1.80 1.56
N 6.17 -1.28 -0.39
H 8.17 -1.73 1.10
H 7.26 -2.04 2.54
H 5.31 -1.13 -0.88
H 7.04 -1.19 -0.87
C 1.01 1.62 2.88
O 0.09 1.81 2.10
N 0.97 2.04 4.18
N 2.15 0.97 2.52
H 1.72 1.89 4.83
H 0.14 2.53 4.48
H 2.19 0.62 1.57
H 2.93 0.81 3.13
C -1.88 -2.03 1.96
O -2.50 -2.11 0.91
N -1.92 -3.02 2.90
N -1.10 -0.96 2.27
H -1.42 -2.97 3.77
H -2.48 -3.83 2.70
H -1.05 -0.20 1.61
H -0.59 -0.89 3.13
*
```

Results
Structure (SMILES) ... CC[C@@H](Br)COC(=O)Br.NC(N)=O.NC(N)=O.NC(N)=O.NC(N)=O.NC(N)=O
HOMO level ... -9.3 eV
Molar mass ... 560.20 g/mol
E_tot ... -6620.325863 hartree
Energy relative to the best compared isomer or geometry (same formula, charge and spin) ... 21.7 kJ/mol
Orbital gap ... 9.59 eV

Results of the Löwdin charge analysis, in e, for atoms 1 through 5: -0.0844 -0.2709 -0.6491 0.7967 -0.1953

---

C10H28BrN4O7P2 | the ωB97M-V functional and the def2-TZVPD basis

ORCA input file:
```
! wB97M-V def2-TZVPD RIJCOSX def2/J DEFGRID3
* xyz 1 1
C 1.16 -3.07 4.74
N 0.62 -1.85 4.02
C 1.60 -1.29 3.01
P 1.03 -1.54 1.17
C 1.86 -0.43 -0.13
N 0.94 0.14 -1.19
C -0.35 -0.23 1.50
O 0.15 1.15 1.62
N -0.15 1.67 2.85
O 0.83 2.36 3.17
C -0.34 -2.83 0.89
C -0.44 -3.45 -0.63
O -0.79 -2.80 -1.74
Br -0.05 -5.44 -0.82
P 2.66 -2.96 0.90
O 2.77 -3.56 -0.59
O 4.19 -2.10 1.14
O 2.48 -4.28 2.03
H 0.97 -4.09 4.14
H 0.55 -3.20 5.76
H 2.29 -3.00 5.05
H -0.28 -2.17 3.60
H 2.64 -1.82 3.23
H 1.73 -0.14 3.27
H 2.76 -0.95 -0.72
H 2.38 0.49 0.44
H 1.39 0.01 -2.15
H 0.04 -0.37 -1.26
H -1.11 -0.26 0.59
H -0.99 -0.45 2.46
H -1.41 -2.37 1.14
H -0.18 -3.72 1.67
H 4.02 -1.24 1.63
H 3.33 -4.82 2.01
C -1.96 1.66 -3.10
C -2.48 2.71 -2.13
C -3.05 3.96 -2.82
O -1.99 4.77 -3.32
C -1.64 4.50 -4.68
N -1.34 3.15 -1.27
H -1.02 1.95 -3.57
H -1.79 0.71 -2.58
H -2.69 1.47 -3.90
H -3.23 2.26 -1.47
H -3.56 4.56 -2.06
H -3.80 3.72 -3.58
H -2.47 4.09 -5.25
H -0.79 3.81 -4.70
H -1.32 5.44 -5.15
H -0.76 2.38 -0.93
H -1.66 3.71 -0.47
H -0.75 3.79 -1.83
*
```

Results
HOMO level ... -11.1 eV
Molar mass ... 458.21 g/mol
E_tot ... -4399.746660 hartree
Orbital gap ... 7.89 eV

Results of the Löwdin charge analysis, in e, for atoms 1 through 5: -0.1545 -0.1659 -0.3141 0.7414 -0.3489

---

C10H28NO3P | the ωB97M-V functional and the def2-TZVPD basis

ORCA input file:
```
! wB97M-V def2-TZVPD RIJCOSX def2/J DEFGRID3
* xyz 0 1
O -3.57 3.67 -4.23
C -2.96 2.95 -5.21
O -3.75 1.97 -5.97
C -3.47 0.58 -5.56
C -3.57 0.30 -3.95
C -2.13 -0.24 -3.30
C -1.20 0.98 -2.70
P -0.87 0.83 -0.80
H -1.79 3.12 -5.36
H -2.45 0.15 -5.99
H -4.32 -0.09 -6.07
H -4.33 -0.60 -3.79
H -3.98 1.19 -3.31
H -1.52 -0.76 -4.19
H -2.40 -0.99 -2.44
H -1.75 2.02 -2.86
H -0.16 0.96 -3.27
H 0.39 1.55 -0.95
H -1.56 2.10 -0.62
H -2.14 0.17 -0.56
H -0.20 -0.43 -1.00
H -0.63 0.78 0.65
C 2.10 0.00 4.64
N 2.06 -0.47 3.18
C 2.18 0.77 2.29
C 0.74 -1.15 2.90
C 3.26 -1.40 2.86
C 3.29 -2.72 3.66
O 3.36 -2.46 5.06
H 1.41 0.85 4.74
H 1.75 -0.81 5.29
H 3.12 0.31 4.88
H 1.34 1.43 2.50
H 2.16 0.44 1.24
H 3.13 1.27 2.52
H 0.62 -2.00 3.58
H 0.73 -1.49 1.86
H -0.07 -0.43 3.07
H 4.17 -0.82 3.07
H 3.21 -1.62 1.79
H 4.17 -3.29 3.38
H 2.40 -3.33 3.46
H 3.23 -3.31 5.52
*
```

Results
HOMO level ... -5.7 eV
Molar mass ... 241.31 g/mol
E_tot ... -1019.230441 hartree
Orbital gap ... 5.18 eV

Results of the Löwdin charge analysis, in e, for atoms 1 through 5: -0.0680 -0.1417 -0.1471 -0.2004 -0.1897

---

| no. | LUMO level (eV) |
| --- | --- |
| 1 | -3.3 |
| 2 | 0.4 |
| 3 | 0.3 |
| 4 | -3.2 |
| 5 | -0.5 |